Here is C22H28N6O3 as an isolated structure from OMol25. Energies are from wB97M-V/def2-TZVPD.

Output
orbital gap	5.7	eV
strongest force on any atom	0.3609	Eh/bohr
E_tot	-38331.122	eV

Cartesian coordinates (Å):
1 C -6.442 -0.455 -2.616
2 O -6.155 -1.119 -1.478
3 C -5.677 -0.164 -0.485
4 C -5.592 -1.093 0.798
5 H -5.254 -0.573 1.455
6 C -4.730 -2.316 0.688
7 N -3.437 -1.913 0.455
8 C -2.323 -1.822 1.022
9 O -2.426 -2.287 2.168
10 C -0.991 -1.325 0.590
11 C 0.088 -1.457 1.193
12 C 1.365 -1.193 0.687
13 C 1.876 -0.273 0.023
14 N 3.001 0.051 -0.561
15 C 3.836 -1.030 -0.680
16 N 3.635 -2.110 0.433
17 C 4.714 -3.182 0.487
18 C 5.776 -3.014 -0.221
19 C 6.085 -1.800 -1.291
20 C 4.992 -0.900 -1.247
21 C 5.089 0.191 -2.408
22 H 4.178 0.279 -2.854
23 H 5.084 1.250 -1.716
24 H 6.003 0.193 -2.702
25 H 6.874 -1.696 -2.070
26 H 6.658 -3.691 -0.197
27 H 4.462 -3.983 1.146
28 C 2.505 -2.126 0.989
29 O 2.285 -3.325 1.815
30 N 1.188 1.014 0.287
31 C 1.475 2.283 -0.698
32 H 2.098 1.799 -1.561
33 H 0.556 2.559 -1.071
34 C 2.100 3.176 0.135
35 N 1.292 3.652 1.297
36 C 0.229 4.748 0.989
37 H 0.574 5.432 0.248
38 H -0.293 4.893 2.140
39 H -0.584 4.091 0.344
40 C 0.888 2.700 2.206
41 C 0.404 1.342 1.499
42 H 0.054 0.648 2.251
43 H -0.758 1.695 1.007
44 H 0.307 2.745 2.958
45 H 1.837 2.258 2.462
46 H 2.458 4.101 -0.500
47 H 3.167 2.839 0.582
48 H 0.208 -2.569 1.978
49 C -1.104 -0.337 -0.610
50 N -1.421 0.311 -1.379
51 H -3.189 -1.340 -0.677
52 H -4.560 -2.744 1.519
53 H -4.867 -2.823 -0.249
54 H -6.545 -1.548 1.230
55 H -6.443 0.490 -0.167
56 H -4.843 0.307 -0.558
57 H -5.575 -0.087 -3.139
58 H -6.931 -1.198 -3.350
59 H -7.205 0.447 -2.595

Löwdin charges in e: atom 1 (C): -0.1972, atom 2 (O): -0.1689, atom 3 (C): -0.1234, atom 4 (C): -0.0892, atom 5 (H): 0.0108, atom 6 (C): -0.1639, atom 7 (N): 0.0405, atom 8 (C): -0.5039, atom 9 (O): 0.0207, atom 10 (C): -0.1180, atom 11 (C): -0.0355, atom 12 (C): -0.1328, atom 13 (C): -0.2931, atom 14 (N): 0.2097, atom 15 (C): -0.1146, atom 16 (N): 0.1163, atom 17 (C): 0.0061, atom 18 (C): -0.0311, atom 19 (C): 0.1171, atom 20 (C): -0.2398, atom 21 (C): 0.0151, atom 22 (H): 0.0377, atom 23 (H): 0.1571, atom 24 (H): -0.0149, atom 25 (H): 0.1201, atom 26 (H): 0.1076, atom 27 (H): 0.1137, atom 28 (C): -0.2305, atom 29 (O): -0.1764, atom 30 (N): -0.0184, atom 31 (C): -0.1326, atom 32 (H): 0.1460, atom 33 (H): 0.0745, atom 34 (C): -0.2527, atom 35 (N): -0.2315, atom 36 (C): -0.0400, atom 37 (H): 0.0390, atom 38 (H): 0.1523, atom 39 (H): 0.0964, atom 40 (C): -0.2222, atom 41 (C): -0.1260, atom 42 (H): 0.1042, atom 43 (H): 0.1653, atom 44 (H): 0.0497, atom 45 (H): 0.1140, atom 46 (H): 0.1497, atom 47 (H): 0.1659, atom 48 (H): 0.2628, atom 49 (C): -0.2082, atom 50 (N): 0.1853, atom 51 (H): 0.2561, atom 52 (H): 0.0658, atom 53 (H): 0.1393, atom 54 (H): 0.1574, atom 55 (H): 0.1135, atom 56 (H): 0.0528, atom 57 (H): 0.0723, atom 58 (H): 0.1097, atom 59 (H): 0.1205

***

Here is C22H28N6O4V as an isolated structure from OMol25. Energies are from wB97M-V/def2-TZVPD.

Output
orbital gap (alpha / beta)	5.8 / 8.3	eV
strongest force on any atom	0.0514	Eh/bohr
E_tot	-66090.247	eV
spin multiplicity	4

Cartesian coordinates (Å):
1 V -0.987 -0.407 -0.988
2 O -0.551 -1.532 0.697
3 C -1.401 -2.391 1.363
4 C -1.110 -2.772 2.664
5 C -1.946 -3.635 3.353
6 C -3.091 -4.122 2.729
7 C -3.374 -3.748 1.432
8 C -2.548 -2.877 0.703
9 C -2.922 -2.557 -0.655
10 N -2.302 -1.696 -1.460
11 C -2.862 -1.473 -2.802
12 C -2.774 0.039 -3.057
13 N -1.399 0.367 -2.671
14 C -0.567 0.872 -3.509
15 C 0.872 0.841 -3.287
16 C 1.708 1.686 -4.030
17 C 3.080 1.627 -3.923
18 C 3.645 0.668 -3.076
19 C 2.850 -0.200 -2.357
20 C 1.439 -0.150 -2.424
21 O 0.718 -0.991 -1.728
22 H -0.203 -2.396 3.128
23 H -1.710 -3.919 4.371
24 H -3.756 -4.796 3.258
25 H -4.262 -4.137 0.942
26 H -3.811 -3.063 -1.024
27 H -3.882 -1.840 -2.892
28 H -2.238 -1.984 -3.536
29 H -3.467 0.555 -2.396
30 H -2.989 0.289 -4.098
31 H -0.932 1.277 -4.453
32 H 1.249 2.407 -4.702
33 H 3.708 2.297 -4.498
34 H 4.723 0.595 -2.993
35 H 3.289 -0.968 -1.728
36 N 0.213 1.259 -0.185
37 C -0.467 1.658 1.076
38 C 0.019 2.964 1.690
39 C 1.497 3.022 2.086
40 C 1.898 2.197 3.310
41 N 1.904 0.742 3.142
42 C 2.634 0.092 2.187
43 N 3.792 0.723 1.810
44 N 2.192 -1.014 1.682
45 C -1.975 1.698 0.745
46 O -2.666 2.595 1.199
47 O -2.340 0.720 -0.025
48 H 1.189 1.022 -0.044
49 H 0.189 2.044 -0.825
50 H -0.361 0.835 1.776
51 H -0.610 3.190 2.554
52 H -0.177 3.757 0.964
53 H 1.739 4.062 2.327
54 H 2.135 2.753 1.240
55 H 1.212 2.406 4.130
56 H 2.884 2.526 3.649
57 H 1.041 0.271 3.341
58 H 4.232 1.347 2.469
59 H 4.421 0.194 1.234
60 H 0.371 -1.488 1.091
61 H 2.834 -1.442 1.025

Löwdin charges in e: atom 1 (V): 0.8543, atom 2 (O): -0.0675, atom 3 (C): -0.2142, atom 4 (C): -0.0207, atom 5 (C): -0.0894, atom 6 (C): -0.0958, atom 7 (C): -0.0434, atom 8 (C): -0.1372, atom 9 (C): -0.0740, atom 10 (N): -0.1258, atom 11 (C): -0.1664, atom 12 (C): -0.1530, atom 13 (N): -0.0931, atom 14 (C): -0.0507, atom 15 (C): -0.1520, atom 16 (C): -0.0556, atom 17 (C): -0.1074, atom 18 (C): -0.0899, atom 19 (C): -0.0247, atom 20 (C): -0.3606, atom 21 (O): -0.1632, atom 22 (H): 0.1087, atom 23 (H): 0.1006, atom 24 (H): 0.1009, atom 25 (H): 0.1112, atom 26 (H): 0.1132, atom 27 (H): 0.1148, atom 28 (H): 0.1224, atom 29 (H): 0.1211, atom 30 (H): 0.1185, atom 31 (H): 0.1349, atom 32 (H): 0.1119, atom 33 (H): 0.0964, atom 34 (H): 0.1005, atom 35 (H): 0.1060, atom 36 (N): 0.0605, atom 37 (C): -0.2684, atom 38 (C): -0.1463, atom 39 (C): -0.1848, atom 40 (C): -0.1853, atom 41 (N): 0.0460, atom 42 (C): -0.5638, atom 43 (N): 0.1553, atom 44 (N): 0.1156, atom 45 (C): -0.5803, atom 46 (O): 0.0588, atom 47 (O): -0.1099, atom 48 (H): 0.0878, atom 49 (H): 0.1193, atom 50 (H): 0.1262, atom 51 (H): 0.1232, atom 52 (H): 0.1241, atom 53 (H): 0.1132, atom 54 (H): 0.0963, atom 55 (H): 0.1240, atom 56 (H): 0.1042, atom 57 (H): 0.1198, atom 58 (H): 0.0964, atom 59 (H): 0.0993, atom 60 (H): 0.0861, atom 61 (H): 0.0518

***

Here is C22H29B2BrF5KN6O4Si as an isolated structure from OMol25. Energies are from wB97M-V/def2-TZVPD.

Output
orbital gap (alpha / beta)	6.7 / 6.0	eV
strongest force on any atom	0.0227	Eh/bohr
E_tot	-149605.342	eV

Cartesian coordinates (Å):
1 K -0.029 0.133 -0.039
2 C -3.963 -2.881 1.500
3 C -2.922 -1.838 1.286
4 N -1.710 -2.088 0.767
5 O -1.535 -3.312 0.383
6 B -0.317 -3.401 -0.578
7 F -0.054 -4.730 -0.748
8 F 0.714 -2.661 -0.005
9 O -0.714 -2.826 -1.884
10 N -1.276 -1.609 -1.661
11 C -1.762 -1.004 -2.672
12 C -1.690 -1.515 -4.078
13 C -2.445 0.301 -2.363
14 N -2.346 0.738 -1.162
15 O -3.079 1.862 -0.940
16 B -2.970 2.524 0.382
17 F -4.245 2.769 0.855
18 F -2.195 3.656 0.326
19 O -2.189 1.615 1.405
20 N -2.109 0.317 1.313
21 C -3.159 -0.458 1.566
22 C -4.465 0.026 2.086
23 C -3.216 1.045 -3.407
24 H -3.664 -3.816 1.038
25 H -4.919 -2.562 1.083
26 H -4.117 -3.053 2.568
27 H -1.126 -2.442 -4.107
28 H -1.213 -0.783 -4.733
29 H -2.688 -1.702 -4.480
30 H -4.397 1.061 2.406
31 H -4.804 -0.607 2.907
32 H -5.217 -0.026 1.294
33 H -3.201 0.536 -4.367
34 H -2.809 2.051 -3.523
35 H -4.250 1.173 -3.083
36 C 2.541 -1.989 3.391
37 Si 2.302 -0.299 2.677
38 C 0.660 0.340 3.276
39 C 3.641 0.881 3.174
40 N 2.244 -0.310 0.916
41 C 3.027 -0.875 0.024
42 C 4.266 -1.542 0.321
43 C 5.030 -2.140 -0.646
44 C 4.612 -2.126 -1.982
45 C 3.423 -1.498 -2.346
46 C 2.673 -0.891 -1.377
47 F 1.522 -0.309 -1.761
48 H 2.544 -1.922 4.483
49 H 3.467 -2.473 3.077
50 H 1.714 -2.638 3.090
51 H 0.705 0.465 4.362
52 H -0.152 -0.361 3.061
53 H 0.383 1.307 2.846
54 H 3.683 0.998 4.261
55 H 3.450 1.865 2.736
56 H 4.625 0.551 2.831
57 H 4.587 -1.555 1.354
58 H 5.956 -2.630 -0.376
59 H 5.209 -2.613 -2.742
60 H 3.069 -1.494 -3.369
61 Br 2.192 6.878 -1.499
62 C 1.665 5.102 -1.160
63 C 1.548 4.208 -2.208
64 C 1.158 2.914 -1.903
65 N 0.897 2.492 -0.665
66 C 1.011 3.380 0.322
67 C 1.393 4.698 0.132
68 H 1.748 4.504 -3.227
69 H 1.053 2.180 -2.696
70 H 0.771 3.030 1.321
71 H 1.463 5.382 0.966

Löwdin charges in e: atom 1 (K): 0.8066, atom 2 (C): 0.0034, atom 3 (C): -0.1983, atom 4 (N): 0.0874, atom 5 (O): 0.0899, atom 6 (B): -1.0565, atom 7 (F): 0.1860, atom 8 (F): 0.1414, atom 9 (O): 0.0656, atom 10 (N): 0.0213, atom 11 (C): -0.2444, atom 12 (C): -0.0087, atom 13 (C): -0.2395, atom 14 (N): 0.0344, atom 15 (O): 0.0559, atom 16 (B): -1.0412, atom 17 (F): 0.1518, atom 18 (F): 0.1698, atom 19 (O): 0.0413, atom 20 (N): -0.0254, atom 21 (C): -0.2059, atom 22 (C): 0.0156, atom 23 (C): -0.0055, atom 24 (H): 0.0839, atom 25 (H): 0.0927, atom 26 (H): 0.0994, atom 27 (H): 0.0785, atom 28 (H): 0.0904, atom 29 (H): 0.0897, atom 30 (H): 0.0832, atom 31 (H): 0.0935, atom 32 (H): 0.1121, atom 33 (H): 0.0666, atom 34 (H): 0.0953, atom 35 (H): 0.0945, atom 36 (C): -0.1564, atom 37 (Si): 0.3948, atom 38 (C): -0.1599, atom 39 (C): -0.1613, atom 40 (N): -0.0220, atom 41 (C): -0.2976, atom 42 (C): 0.0001, atom 43 (C): -0.0715, atom 44 (C): -0.0486, atom 45 (C): 0.0067, atom 46 (C): -0.1990, atom 47 (F): -0.0189, atom 48 (H): 0.0389, atom 49 (H): 0.0248, atom 50 (H): 0.0415, atom 51 (H): 0.0441, atom 52 (H): 0.0275, atom 53 (H): 0.0204, atom 54 (H): 0.0372, atom 55 (H): 0.0316, atom 56 (H): 0.0290, atom 57 (H): 0.0943, atom 58 (H): 0.1079, atom 59 (H): 0.1094, atom 60 (H): 0.1267, atom 61 (Br): 0.7662, atom 62 (C): -0.6900, atom 63 (C): -0.1004, atom 64 (C): -0.1231, atom 65 (N): 0.0054, atom 66 (C): -0.1220, atom 67 (C): -0.0916, atom 68 (H): 0.1032, atom 69 (H): 0.1115, atom 70 (H): 0.1086, atom 71 (H): 0.1076

***

Here is one molecule with the formula C22H29ClN2O3 from OMol25. Energies are from wB97M-V/def2-TZVPD.

Output
SMILES	CCOc1cc(CNC(C)C)c(Cl)cc1OCC(=O)NCCc1ccccc1
orbital gap	8.9	eV
strongest force on any atom	0.0127	Eh/bohr
E_tot	-44930.471	eV

Cartesian coordinates (Å):
1 C -0.646 -2.294 1.852
2 C -0.686 -1.070 2.760
3 O -1.289 0.053 2.146
4 C -0.536 0.888 1.372
5 C 0.759 0.646 0.950
6 C 1.444 1.551 0.148
7 C 2.845 1.260 -0.322
8 N 3.408 0.111 0.354
9 C 4.584 -0.477 -0.263
10 C 4.867 -1.808 0.431
11 C 5.826 0.423 -0.222
12 C 0.789 2.714 -0.231
13 Cl 1.583 3.862 -1.257
14 C -0.503 2.988 0.187
15 C -1.174 2.087 0.994
16 O -2.413 2.328 1.530
17 C -3.453 2.748 0.673
18 C -4.208 1.582 0.016
19 O -5.061 1.787 -0.825
20 N -3.849 0.372 0.466
21 C -4.408 -0.849 -0.068
22 C -4.003 -1.077 -1.535
23 C -2.511 -1.101 -1.696
24 C -1.818 0.062 -2.006
25 C -0.441 0.051 -2.137
26 C 0.265 -1.125 -1.951
27 C -0.416 -2.291 -1.645
28 C -1.795 -2.278 -1.518
29 H -1.654 -2.560 1.543
30 H -0.061 -2.097 0.958
31 H -0.210 -3.131 2.389
32 H -1.316 -1.275 3.631
33 H 0.319 -0.815 3.113
34 H 1.274 -0.264 1.204
35 H 2.808 1.035 -1.394
36 H 3.448 2.177 -0.208
37 H 3.614 0.349 1.320
38 H 4.325 -0.674 -1.311
39 H 5.155 -1.641 1.466
40 H 3.976 -2.430 0.416
41 H 5.673 -2.335 -0.072
42 H 6.672 -0.083 -0.679
43 H 5.651 1.351 -0.761
44 H 6.083 0.662 0.809
45 H -0.971 3.914 -0.107
46 H -3.105 3.417 -0.120
47 H -4.163 3.300 1.296
48 H -3.109 0.313 1.154
49 H -5.500 -0.787 -0.017
50 H -4.064 -1.675 0.556
51 H -4.429 -0.268 -2.128
52 H -4.437 -2.022 -1.866
53 H -2.366 0.981 -2.159
54 H 0.080 0.961 -2.391
55 H 1.340 -1.136 -2.046
56 H 0.127 -3.216 -1.511
57 H -2.322 -3.193 -1.287

Löwdin charges in e: atom 1 (C): -0.0502, atom 2 (C): -0.2222, atom 3 (O): -0.0561, atom 4 (C): -0.1781, atom 5 (C): 0.0313, atom 6 (C): -0.2383, atom 7 (C): -0.2093, atom 8 (N): -0.0549, atom 9 (C): -0.4692, atom 10 (C): -0.0677, atom 11 (C): -0.0619, atom 12 (C): -0.6222, atom 13 (Cl): 0.7087, atom 14 (C): -0.0246, atom 15 (C): -0.1954, atom 16 (O): -0.0361, atom 17 (C): -0.0735, atom 18 (C): -0.4819, atom 19 (O): 0.0609, atom 20 (N): 0.0959, atom 21 (C): -0.1483, atom 22 (C): -0.1297, atom 23 (C): -0.2291, atom 24 (C): -0.0276, atom 25 (C): -0.0768, atom 26 (C): -0.0903, atom 27 (C): -0.1012, atom 28 (C): -0.0545, atom 29 (H): 0.0699, atom 30 (H): 0.0519, atom 31 (H): 0.0812, atom 32 (H): 0.1262, atom 33 (H): 0.1217, atom 34 (H): 0.1059, atom 35 (H): 0.1256, atom 36 (H): 0.1043, atom 37 (H): 0.1279, atom 38 (H): 0.1352, atom 39 (H): 0.0759, atom 40 (H): 0.0708, atom 41 (H): 0.0747, atom 42 (H): 0.0749, atom 43 (H): 0.0678, atom 44 (H): 0.0798, atom 45 (H): 0.1156, atom 46 (H): 0.1262, atom 47 (H): 0.1425, atom 48 (H): 0.1164, atom 49 (H): 0.1247, atom 50 (H): 0.1183, atom 51 (H): 0.1102, atom 52 (H): 0.1172, atom 53 (H): 0.1175, atom 54 (H): 0.1029, atom 55 (H): 0.0977, atom 56 (H): 0.1052, atom 57 (H): 0.1144

***

What is the E_tot in the second record?
-66090.247 eV

***

The lowest E_tot belongs to which entry?
C22H29B2BrF5KN6O4Si

***

Which of these has the highest E_tot?
C22H28N6O3